No. 1
The following is a DFT calculation (ωB97M-V/def2-TZVPD) of a 7-piece molecular cluster, C25H48F2N12O10Si overall.

Structure (XYZ):
```
98
Properties=species:S:1:pos:R:3:forces:R:3:mulliken_charge:R:1
C 5.260 3.291 -0.163 0.3 -1.0 -0.2 -1.21
C 4.427 2.293 0.753 1.5 0.3 0.1 0.25
O 3.356 2.909 1.474 -0.4 -0.3 -0.7 -0.31
C 2.250 3.239 0.636 -0.2 0.6 -0.5 -0.85
C 1.499 2.000 -0.001 -0.9 0.3 -0.6 0.78
C 0.056 1.761 0.517 0.0 -0.3 0.6 0.35
C -0.433 1.432 1.756 0.3 1.0 -2.1 0.11
C 0.378 1.240 3.065 -1.6 -1.2 1.0 1.03
F 1.298 2.244 3.311 -0.9 -1.1 -0.7 -0.12
F -0.564 1.335 4.119 0.9 0.2 -1.0 -0.38
C 1.003 -0.201 3.213 0.9 1.0 0.9 -1.38
C 2.490 -0.288 2.684 -0.2 -0.8 0.2 1.11
Si 2.766 -2.087 2.060 0.8 0.1 -0.5 -0.15
C 4.658 -2.404 2.116 -0.5 0.5 -0.1 -1.21
C 1.860 -3.379 3.132 -0.1 0.2 0.6 -0.96
C 2.179 -2.086 0.230 -0.6 -0.1 -1.4 0.67
C 0.758 -1.837 -0.093 1.8 -0.3 -1.9 -0.24
C 0.329 -1.806 -1.483 1.7 -0.3 0.1 -0.54
C 1.297 -2.063 -2.563 0.9 0.1 2.2 -0.64
C 2.701 -2.318 -2.230 -1.4 0.4 1.1 -0.43
C 3.148 -2.309 -0.840 -2.3 0.3 -0.8 -0.35
C -1.960 1.302 1.545 -0.6 -0.7 0.8 0.08
O -2.864 1.132 2.315 1.2 0.2 -0.6 -0.53
O -2.276 1.361 0.162 1.3 0.9 0.5 -0.23
C -1.150 1.855 -0.484 1.2 -0.3 1.2 -0.21
O -1.114 2.305 -1.581 -0.3 -0.3 0.2 -0.54
H 4.758 4.277 -0.332 0.5 -0.9 0.2 0.34
H 5.436 2.749 -1.138 -0.3 0.9 0.8 0.29
H 6.290 3.432 0.271 -1.2 0.2 -0.3 0.30
H 5.143 1.907 1.533 -0.9 0.3 -0.6 0.40
H 4.131 1.402 0.140 -0.2 0.8 0.5 -0.04
H 2.609 3.904 -0.206 -0.3 -0.8 0.7 0.28
H 1.523 3.879 1.212 0.9 -0.8 -0.3 0.39
H 1.398 2.222 -1.103 0.0 -0.3 1.1 0.34
H 2.054 1.031 0.063 -0.4 0.9 0.1 -0.31
H 0.316 -0.999 2.825 0.5 1.0 0.1 0.37
H 1.052 -0.374 4.327 -0.2 0.2 -1.1 0.41
H 3.226 -0.126 3.520 -0.8 0.2 -0.7 0.59
H 2.727 0.431 1.865 -0.3 -0.5 0.8 -1.25
H 5.157 -1.581 1.536 -0.3 -0.9 0.4 0.31
H 4.901 -3.411 1.690 0.0 0.9 0.6 0.33
H 4.964 -2.281 3.186 0.0 -0.4 -0.9 0.33
H 0.819 -3.574 2.751 1.0 0.0 0.4 0.38
H 1.785 -2.982 4.188 0.0 -0.3 -1.0 0.44
H 2.473 -4.320 3.206 -0.7 0.8 -0.3 0.13
H 0.036 -1.652 0.731 0.5 -0.2 -0.8 0.28
H -0.736 -1.591 -1.749 1.1 -0.3 0.3 0.51
H 0.980 -2.048 -3.632 0.2 0.0 1.1 0.34
H 3.440 -2.520 -3.045 -0.8 0.3 0.8 0.34
H 4.225 -2.471 -0.627 -1.0 0.1 -0.1 0.26
N -7.268 0.990 1.878 -0.3 0.2 0.4 -0.35
C -7.111 0.415 0.652 0.1 -0.1 -0.1 0.56
N -5.836 0.400 0.188 0.2 -0.1 -0.4 -0.21
O -8.048 -0.050 0.019 0.0 0.1 0.0 -0.67
H -6.512 1.376 2.413 0.0 -0.1 -0.1 0.15
H -8.198 1.020 2.255 0.1 0.0 0.0 0.21
H -5.681 -0.017 -0.719 0.2 0.0 0.1 0.15
H -5.053 0.778 0.693 0.0 0.0 0.0 0.18
N -5.454 -0.953 -5.155 0.4 -0.2 -0.5 -0.31
C -5.649 -0.497 -3.891 -0.1 0.0 0.0 0.54
N -6.849 0.111 -3.689 -0.2 0.4 0.3 -0.22
O -4.814 -0.624 -3.005 0.0 0.0 0.2 -0.66
H -6.132 -0.855 -5.893 -0.2 0.0 0.1 0.23
H -4.581 -1.410 -5.349 -0.1 0.0 0.1 0.18
H -7.039 0.463 -2.765 -0.1 -0.1 -0.1 0.12
H -7.545 0.219 -4.406 0.0 -0.2 -0.1 0.13
N -9.511 1.106 -7.873 -0.3 -0.2 -0.2 -0.44
C -8.387 0.894 -7.140 0.0 0.2 -0.1 0.64
N -7.700 2.018 -6.803 0.3 0.1 0.2 -0.36
O -8.021 -0.226 -6.809 0.1 0.0 0.1 -0.66
H -9.830 2.014 -8.155 0.0 0.0 0.0 0.15
H -10.044 0.297 -8.140 0.0 0.1 0.0 0.22
H -6.862 1.899 -6.260 -0.1 0.1 0.0 0.23
H -7.983 2.944 -7.064 0.0 -0.1 0.0 0.17
N 4.572 0.029 -5.914 0.2 -0.2 -0.3 -0.44
C 4.341 0.439 -4.635 0.1 0.0 0.1 0.74
N 3.123 1.013 -4.433 -0.3 0.2 0.2 -0.33
O 5.160 0.303 -3.742 0.0 0.0 0.0 -0.63
H 3.912 0.131 -6.661 0.0 0.0 0.1 0.15
H 5.461 -0.400 -6.103 -0.1 0.1 0.0 0.23
H 2.914 1.329 -3.502 0.0 -0.1 -0.1 0.13
H 2.435 1.134 -5.153 0.0 0.0 0.0 0.17
N 0.958 -6.565 4.291 -0.3 0.3 0.0 -0.29
C 2.183 -7.111 4.060 0.1 0.1 0.0 0.68
N 2.293 -8.428 4.387 0.2 -0.4 0.0 -0.43
O 3.113 -6.471 3.595 0.0 -0.1 0.0 -0.61
H 0.182 -7.074 4.671 0.1 0.0 0.0 0.17
H 0.838 -5.593 4.061 0.0 -0.1 0.0 0.18
H 3.183 -8.867 4.230 -0.1 0.0 0.0 0.23
H 1.542 -8.973 4.769 0.0 0.1 0.0 0.15
N 3.986 5.349 5.514 0.4 0.2 -0.1 -0.32
C 2.858 5.064 6.226 -0.1 0.0 0.2 0.55
N 2.073 4.095 5.682 -0.3 -0.2 0.0 -0.23
O 2.578 5.633 7.267 0.0 0.0 0.0 -0.66
H 4.235 4.893 4.656 -0.1 0.0 0.0 0.16
H 4.593 6.059 5.883 -0.1 -0.1 0.0 0.19
H 1.231 3.856 6.177 0.1 0.0 -0.1 0.15
H 2.287 3.616 4.827 0.0 0.0 0.0 0.15
```
Positions in Å, forces in eV/Å.

Computed properties:
Spin multiplicity: 1
Gap between HOMO and LUMO in hartree: 0.297
Energy relative to the best compared isomer or geometry (same formula, charge and spin) in kcal/mol: 41.8
SMILES: CCOCCC1=C(C(F)(F)CC[Si](C)(C)c2ccccc2)C(=O)OC1=O.NC(N)=O.NC(N)=O.NC(N)=O.NC(N)=O.NC(N)=O.NC(N)=O

=====

No. 2
The following is a DFT calculation (ωB97M-V/def2-TZVPD) of C25H49CaNO2SSi2 as an isolated structure.

Structure (XYZ):
```
81
Properties=species:S:1:pos:R:3:forces:R:3:mulliken_charge:R:1
O -1.975 -2.889 -1.176 0.6 -1.2 1.9 -0.13
O -3.246 -1.667 -2.627 -0.8 0.7 -1.3 -0.33
C -0.566 -3.110 -1.489 0.1 0.0 -0.4 0.07
C 0.314 -3.108 -0.270 0.2 -0.3 0.2 -1.60
H -0.296 -2.309 -2.186 -0.1 0.0 0.2 0.28
H -0.530 -4.063 -2.030 0.1 0.1 0.1 0.28
H 0.084 -2.291 0.420 0.1 0.0 -0.1 0.27
H 1.352 -2.993 -0.593 -0.1 0.1 0.0 0.48
H 0.254 -4.065 0.262 0.0 0.3 0.0 0.45
C -2.542 -3.267 0.145 0.2 0.6 -0.3 -0.16
C -3.802 -4.049 -0.091 -0.1 -0.4 -0.1 -1.29
H -2.720 -2.322 0.686 0.2 -0.4 -0.2 0.09
H -1.788 -3.845 0.678 -0.1 0.1 -0.1 0.52
H -4.523 -3.492 -0.698 0.1 -0.1 0.1 0.27
H -4.263 -4.287 0.871 0.0 0.1 -0.1 0.41
H -3.568 -4.998 -0.594 -0.1 0.3 0.1 0.35
C -3.742 -0.352 -2.241 -0.2 0.4 -0.6 -0.23
C -2.789 -1.772 -4.016 0.2 0.5 0.2 -0.25
C -3.810 -0.167 -0.749 0.2 0.1 0.3 -0.97
H -4.742 -0.273 -2.687 0.2 0.0 0.1 0.28
H -3.105 0.417 -2.705 0.0 -0.3 0.2 0.33
H -4.400 -0.946 -0.250 0.1 0.2 -0.2 0.27
H -4.303 0.796 -0.568 0.0 -0.2 0.0 0.47
H -2.817 -0.092 -0.285 -0.2 -0.1 -0.1 0.08
C -2.824 -3.203 -4.480 -0.3 -0.2 0.0 -1.14
H -1.772 -1.357 -4.066 -0.3 0.0 0.1 0.22
H -3.448 -1.144 -4.628 0.1 -0.1 0.2 0.46
H -2.266 -3.876 -3.822 -0.1 0.1 -0.1 0.20
H -2.371 -3.257 -5.472 0.0 0.0 0.1 0.41
H -3.858 -3.557 -4.567 0.2 0.0 0.1 0.34
H -2.609 -2.309 -1.860 0.1 0.3 0.0 0.59
Ca 1.305 1.753 1.203 2.0 -0.2 2.4 1.69
C 0.349 1.555 -0.704 -1.7 -0.2 -3.3 -0.73
Si 1.159 2.263 -2.211 -0.2 -0.7 0.8 0.40
H -0.671 1.980 -0.594 0.2 0.1 -0.1 0.03
H 0.161 0.467 -0.839 0.2 0.1 0.1 -0.21
C 2.473 1.120 -2.914 0.2 -0.1 -0.2 -0.96
C 1.996 3.912 -1.866 0.1 0.3 -0.2 -1.10
C -0.071 2.574 -3.598 -0.2 0.4 -0.6 -1.15
C 3.759 1.365 0.727 0.1 0.2 0.2 -1.15
Si 4.495 1.936 2.324 -0.2 -0.8 -1.5 0.59
H 4.100 1.886 -0.182 0.1 0.0 0.3 0.20
H 3.862 0.282 0.537 -0.1 0.2 0.2 0.25
C 5.727 3.329 2.022 0.2 0.4 0.2 -1.17
C 5.405 0.562 3.241 0.1 -0.1 0.3 -1.07
C 3.158 2.563 3.523 0.1 0.2 0.5 -1.22
H 0.224 3.463 -4.173 -0.1 -0.2 -0.1 0.32
H -1.085 2.748 -3.218 0.1 0.0 0.0 0.26
H -0.114 1.730 -4.299 0.0 0.0 0.1 0.27
H 3.225 0.846 -2.165 -0.1 0.1 -0.1 0.24
H 2.987 1.618 -3.748 0.0 -0.1 0.1 0.31
H 2.023 0.197 -3.304 0.1 0.1 0.0 0.29
H 3.027 3.792 -1.508 -0.3 0.0 0.0 0.26
H 1.440 4.516 -1.136 0.1 0.0 -0.1 0.30
H 2.035 4.480 -2.808 0.1 0.0 0.3 0.36
H 6.100 0.042 2.567 -0.2 0.1 0.1 0.29
H 4.715 -0.182 3.661 0.1 0.1 -0.1 0.29
H 5.995 0.978 4.071 -0.1 -0.1 -0.1 0.34
H 2.413 1.794 3.797 0.2 0.2 -0.2 0.37
H 2.639 3.466 3.153 0.1 -0.2 0.1 0.29
H 3.656 2.856 4.460 -0.2 0.0 -0.1 0.35
H 6.509 3.345 2.795 -0.1 0.1 -0.1 0.29
H 5.240 4.314 2.017 0.1 -0.1 0.0 0.29
H 6.219 3.191 1.049 -0.2 0.0 0.2 0.32
S -0.257 -1.894 4.084 -0.1 -0.3 0.2 -0.31
C 1.343 -2.375 3.705 0.7 0.8 -0.9 -0.45
C 1.957 -1.477 2.816 -1.0 -1.5 1.4 -0.61
C 1.110 -0.417 2.462 -0.1 1.6 -1.0 -1.14
C -0.122 -0.476 3.046 0.2 -0.4 0.2 0.99
C -1.227 0.466 2.868 0.0 0.6 -0.3 0.63
C -2.498 0.251 3.428 -0.4 0.2 -0.1 -0.93
C -3.543 1.126 3.134 0.7 -0.1 -0.1 -0.39
C -3.292 2.228 2.307 0.1 0.0 -0.1 -0.95
C -2.001 2.419 1.815 0.0 -0.8 0.6 -0.29
N -0.991 1.578 2.105 -0.8 -0.2 0.4 -0.11
H 1.779 -3.267 4.143 -0.2 0.1 0.0 0.44
H 2.973 -1.598 2.460 0.0 0.0 0.0 0.49
H -2.639 -0.610 4.082 -0.1 0.2 -0.2 0.38
H -4.532 0.948 3.547 0.1 0.1 -0.1 0.41
H -4.071 2.935 2.041 0.0 -0.1 0.1 0.44
H -1.771 3.271 1.165 0.0 -0.3 0.3 0.51
```
Positions in Å, forces in eV/Å.

Computed properties:
Spin multiplicity: 1
Gap between HOMO and LUMO in hartree: 0.191
Energy relative to the best compared isomer or geometry (same formula, charge and spin) in kcal/mol: 0.0

=====

| no. | lowest unoccupied orbital energy (Eh) | electronic energy (a.u.) | molecular weight (g/mol) |
| --- | --- | --- | --- |
| 1 | -0.0377 | -2880.3398 | 742.8 |
| 2 | -0.0044 | -2841.8557 | 524.0 |